(1)
{"formula": "C18H23FN2O4S2", "method": "wB97M-V/def2-TZVPD", "smiles": "CCCN(CCC)S(=O)(=O)c1ccc(NS(=O)(=O)c2ccc(F)cc2)cc1", "relative_energy_kj_mol": 2.7, "total_charge": 0, "homo_lumo_gap_ha": 0.3422, "species": ["C", "C", "C", "N", "C", "C", "C", "S", "O", "O", "C", "C", "C", "C", "N", "S", "O", "O", "C", "C", "C", "C", "F", "C", "C", "C", "C", "H", "H", "H", "H", "H", "H", "H", "H", "H", "H", "H", "H", "H", "H", "H", "H", "H", "H", "H", "H", "H", "H", "H"], "coordinates": [[5.2362, -1.4888, 3.1483], [3.7442, -1.5325, 3.4526], [2.9245, -1.5807, 2.1626], [1.5249, -1.8313, 2.4123], [0.7423, -0.8574, 3.1370], [0.7863, 0.5676, 2.5739], [-0.2775, 1.4411, 3.2272], [0.7142, -2.7227, 1.2712], [-0.5488, -3.1022, 1.8324], [1.6052, -3.7483, 0.8136], [0.4043, -1.5966, -0.0898], [1.4059, -1.3406, -1.0066], [1.1989, -0.4027, -2.0004], [-0.0174, 0.2775, -2.0799], [-0.2383, 1.2133, -3.0790], [-1.1967, 2.5836, -2.8488], [-1.1728, 2.9855, -1.4763], [-0.7534, 3.4967, -3.8565], [-2.8274, 1.9868, -3.2702], [-3.0280, 1.4455, -4.5256], [-4.2860, 0.9868, -4.8742], [-5.3099, 1.0920, -3.9452], [-6.5319, 0.6490, -4.2784], [-5.1182, 1.6409, -2.6873], [-3.8542, 2.0947, -2.3517], [-1.0301, -0.0111, -1.1656], [-0.8112, -0.9426, -0.1689], [5.4793, -0.6126, 2.5507], [5.8106, -1.4454, 4.0702], [5.5376, -2.3753, 2.5958], [3.4664, -0.6519, 4.0344], [3.5107, -2.4182, 4.0444], [3.0702, -0.6523, 1.5910], [3.2628, -2.4216, 1.5550], [-0.2796, -1.2389, 3.1120], [1.0729, -0.8504, 4.1809], [0.6209, 0.5422, 1.4950], [1.7708, 1.0042, 2.7537], [-1.2679, 1.0310, 3.0463], [-0.2432, 2.4477, 2.8184], [-0.1201, 1.4968, 4.3020], [2.3338, -1.8851, -0.9361], [1.9761, -0.1899, -2.7196], [0.5420, 1.3966, -3.6913], [-2.2025, 1.3960, -5.2166], [-4.4844, 0.5571, -5.8430], [-5.9453, 1.7080, -1.9988], [-3.6489, 2.5357, -1.3887], [-1.9716, 0.5067, -1.2350], [-1.5757, -1.1840, 0.5520]], "atomic_forces_ev_per_a": [[-0.236, 0.044, 0.091], [-0.051, 0.006, -0.266], [0.512, -0.063, 0.005], [-0.489, -0.826, -0.628], [-0.340, 0.457, 0.096], [-0.058, -0.124, 0.143], [0.238, -0.086, -0.133], [0.094, 0.038, 0.074], [-0.107, 0.327, -0.045], [0.181, 0.239, -0.152], [0.048, -0.502, 0.523], [0.051, -0.019, -0.050], [-0.153, 0.141, -0.067], [-0.094, -0.538, 0.677], [-0.313, 0.877, -0.289], [0.227, -0.237, -0.246], [-0.251, -0.267, -0.006], [-0.001, -0.172, -0.249], [0.566, 0.241, 0.297], [-0.138, -0.043, -0.102], [-0.051, 0.028, 0.079], [0.142, 0.086, 0.117], [0.101, 0.029, 0.024], [-0.078, -0.083, -0.205], [0.036, 0.046, 0.049], [0.179, -0.118, 0.070], [-0.098, -0.005, -0.032], [0.101, 0.084, -0.067], [0.113, 0.013, 0.027], [0.090, -0.089, -0.067], [-0.051, -0.003, 0.100], [-0.071, 0.004, 0.056], [0.028, -0.045, 0.003], [0.209, 0.168, 0.024], [-0.015, 0.176, 0.248], [-0.083, -0.040, -0.036], [0.104, 0.034, 0.013], [0.066, 0.019, -0.094], [-0.164, -0.017, 0.010], [-0.054, 0.110, 0.033], [-0.051, 0.049, 0.141], [0.152, -0.032, -0.075], [0.109, 0.013, -0.070], [-0.015, 0.221, -0.106], [0.053, -0.076, -0.165], [-0.023, -0.039, -0.083], [-0.078, 0.000, 0.052], [-0.053, 0.023, 0.137], [-0.119, -0.070, 0.091], [-0.164, 0.022, 0.056]]}

---

(2)
{"formula": "C7H8O2S", "method": "wB97M-V/def2-TZVPD", "relative_energy_kj_mol": 356.3, "total_charge": 0, "homo_lumo_gap_ha": 0.3433, "species": ["C", "C", "C", "C", "C", "C", "C", "O", "O", "S", "H", "H", "H", "H", "H", "H", "H", "H"], "coordinates": [[-1.0076, -0.2692, 1.5437], [0.3193, -0.1829, 1.7439], [-0.0994, 1.3963, 0.2081], [-1.2711, 0.4101, 0.1873], [0.9980, 0.3261, 0.5356], [-0.8829, -0.5507, -0.9638], [0.9777, -0.6342, -0.5647], [1.3618, -1.4801, -3.0026], [-0.6550, 0.0287, -2.1758], [1.0607, -0.2340, -2.3859], [-1.8406, -0.6958, 2.2826], [0.8943, -0.4918, 2.5978], [0.1099, 1.8262, -0.7188], [-0.1464, 2.1885, 0.9640], [-2.2562, 0.8207, 0.0767], [2.0623, 0.6248, 0.6151], [-1.1179, -1.5686, -0.8010], [1.4932, -1.5142, -0.1422]], "atomic_forces_ev_per_a": [[-1.061, -0.561, 1.358], [-0.671, -1.789, 0.898], [0.910, -0.021, 0.593], [0.493, -0.616, -0.050], [0.509, 3.304, -0.329], [4.263, 0.037, 3.758], [-3.708, -1.472, -0.520], [0.137, -1.784, -0.876], [1.024, -0.210, -1.668], [-1.051, 2.133, 1.756], [2.124, 1.034, -1.839], [-0.142, -0.313, 0.341], [0.016, 0.968, -1.682], [-0.214, -0.336, -0.085], [-0.478, 0.316, -0.077], [-0.648, 0.618, 0.691], [-1.225, -1.021, -0.839], [-0.280, -0.286, -1.430]]}

---

(3)
{"formula": "C19H39O3OsP3S", "method": "wB97M-V/def2-TZVPD", "total_charge": 4, "homo_lumo_gap_ha": [0.1035, 0.1595], "multiplicity": 5, "species": ["P", "C", "H", "H", "H", "C", "H", "H", "H", "C", "H", "H", "H", "P", "C", "H", "H", "H", "C", "H", "H", "H", "C", "H", "H", "H", "P", "C", "H", "H", "H", "C", "H", "H", "H", "C", "H", "H", "H", "Os", "C", "O", "C", "O", "C", "C", "C", "C", "C", "C", "H", "H", "H", "H", "H", "H", "C", "S", "C", "O", "H", "H", "H", "H", "H", "H"], "coordinates": [[3.9346, -1.7934, 0.0767], [4.5200, -1.5143, 1.7985], [5.4320, -2.0687, 2.0359], [3.7314, -1.8376, 2.4896], [4.6913, -0.4434, 1.9504], [5.0088, -3.2162, -0.4328], [5.1738, -3.1774, -1.5162], [4.4522, -4.1382, -0.2115], [5.9766, -3.2626, 0.0782], [4.7814, -0.3822, -0.7318], [5.8479, -0.5519, -0.9125], [4.6710, 0.4978, -0.0889], [4.2839, -0.1720, -1.6863], [-1.2551, 3.6247, -1.0016], [-1.3246, 3.9051, 0.7989], [-1.9879, 4.7528, 1.0250], [-0.3056, 4.0903, 1.1701], [-1.6987, 2.9843, 1.2727], [-0.3908, 5.0663, -1.7247], [-0.4631, 5.0218, -2.8206], [0.6766, 4.9840, -1.4675], [-0.7867, 6.0249, -1.3602], [-3.0119, 3.6932, -1.5023], [-3.5242, 4.5743, -1.0768], [-3.4973, 2.7649, -1.1491], [-3.0782, 3.7103, -2.6019], [-2.8648, -2.6162, 0.3292], [-3.4818, -3.3992, 1.8432], [-3.8328, -4.4208, 1.6068], [-4.3171, -2.8240, 2.2733], [-2.6707, -3.4683, 2.5881], [-4.1633, -2.6078, -0.9172], [-4.9888, -3.2720, -0.6058], [-3.7747, -2.9516, -1.8917], [-4.5740, -1.5882, -1.0281], [-1.3659, -3.4747, -0.1399], [-1.5105, -4.5575, -0.0121], [-0.5490, -3.1586, 0.5186], [-1.0877, -3.2638, -1.1776], [0.1130, 0.7595, -1.8951], [0.2714, 1.0992, -0.1047], [0.4046, 1.3395, 1.0520], [-2.5301, -0.8395, 0.6202], [-2.5301, 0.2760, 0.9635], [-1.3635, 0.6902, -3.2817], [-0.9462, -0.6109, -2.9779], [0.4151, -0.9281, -2.9071], [1.3584, 0.0280, -3.2818], [0.9350, 1.3087, -3.6534], [-0.4147, 1.6456, -3.6555], [-2.3946, 1.0082, -3.1223], [-1.6585, -1.3768, -2.6972], [0.7425, -1.8758, -2.4934], [2.4144, -0.1976, -3.2247], [1.6721, 2.0709, -3.8694], [-0.7133, 2.6793, -3.8195], [-0.0248, -0.1108, 4.3787], [0.7091, -1.3505, 3.3065], [0.5319, -2.7849, 4.3803], [-0.2463, -1.5578, 2.1686], [0.2529, -0.3482, 5.4102], [-1.1116, -0.1067, 4.2434], [0.4140, 0.8493, 4.0863], [-0.5377, -2.9982, 4.4765], [1.0544, -3.6209, 3.9027], [0.9820, -2.5851, 5.3580]], "atomic_forces_ev_per_a": [[4.963, 0.152, 0.824], [-1.551, 0.141, 0.659], [-0.133, -0.156, -0.423], [0.329, 0.107, 0.179], [-0.162, -0.210, -0.051], [-1.635, -0.865, -0.847], [-0.097, -0.020, 0.199], [0.387, 0.003, -0.101], [-0.291, 0.533, 0.255], [-1.555, 0.805, -0.572], [-0.144, -0.531, 0.150], [-0.050, -0.121, -0.198], [0.397, 0.127, 0.022], [-0.318, 0.602, 0.157], [0.297, -0.306, -0.060], [0.247, -0.230, -0.020], [-0.396, 0.043, -0.006], [0.033, 0.445, -0.008], [0.236, -0.337, -0.133], [-0.072, 0.138, 0.282], [-0.331, 0.144, 0.001], [0.025, -0.291, -0.079], [0.049, -0.299, -0.260], [0.209, -0.355, -0.218], [0.043, 0.484, -0.077], [-0.104, 0.116, 0.363], [-0.646, -3.313, -0.032], [0.138, 0.907, 0.911], [0.139, 0.374, -0.410], [0.157, -0.221, -0.132], [-0.221, 0.111, -0.334], [-0.192, 0.601, -0.489], [0.377, 0.182, 0.094], [-0.053, 0.166, 0.382], [-0.012, -0.403, -0.076], [0.718, 0.625, -0.361], [-0.387, 0.228, 0.012], [-0.135, 0.087, 0.149], [-0.160, -0.067, 0.116], [0.498, 1.773, 8.536], [0.170, 2.611, 6.014], [-0.095, -1.134, -2.691], [0.645, 6.904, 2.931], [-0.154, -6.265, -2.108], [-2.782, 0.472, -1.663], [-1.722, -2.262, -0.869], [0.768, -3.191, -1.884], [2.514, -1.370, -2.254], [1.863, 1.328, -2.619], [-1.247, 2.240, -2.179], [0.204, -0.296, -0.345], [-0.103, 0.184, 0.084], [-0.088, 0.006, -0.276], [-0.034, 0.073, -0.005], [0.033, -0.001, 0.024], [0.070, -0.310, -0.180], [0.300, 0.177, -0.051], [0.540, 0.063, 1.225], [-0.034, -0.068, -0.234], [-1.251, -0.418, -1.457], [-0.120, 0.188, -0.148], [0.219, -0.108, 0.091], [-0.254, -0.127, 0.142], [0.180, 0.012, 0.117], [-0.160, 0.128, 0.128], [-0.058, -0.004, -0.197]]}

---

(4)
{"formula": "C4H8O2", "method": "wB97M-V/def2-TZVPD", "smiles": "CC1(O)COC1", "relative_energy_kj_mol": 178.9, "total_charge": 0, "homo_lumo_gap_ha": 0.3999, "species": ["C", "C", "O", "C", "O", "C", "H", "H", "H", "H", "H", "H", "H", "H"], "coordinates": [[-1.5085, -0.4643, 0.0424], [-0.0979, 0.0160, 0.3026], [0.0067, 0.2394, 1.6913], [1.0667, -0.7955, -0.3031], [1.6311, 0.3793, -0.9044], [0.4728, 1.1577, -0.5664], [-1.7025, -1.3638, 0.6358], [-1.6598, -0.6993, -1.0159], [-2.2318, 0.3010, 0.3419], [0.9062, 0.5401, 1.8785], [0.7719, -1.5380, -1.0575], [1.7397, -1.2632, 0.4271], [0.7272, 2.0746, -0.0191], [-0.1218, 1.4160, -1.4531]], "atomic_forces_ev_per_a": [[-0.012, -0.002, -0.021], [-0.157, -0.094, -0.288], [0.259, 0.084, 0.097], [-0.016, -0.350, 0.132], [0.141, 0.039, -0.098], [-0.222, 0.292, 0.049], [0.021, 0.110, -0.098], [0.049, 0.056, 0.159], [0.111, -0.086, -0.041], [-0.161, -0.038, 0.057], [0.023, 0.122, 0.119], [-0.079, 0.083, -0.113], [-0.027, -0.140, -0.083], [0.071, -0.077, 0.128]]}

---

(5)
{"formula": "C2H2O3", "method": "wB97M-V/def2-TZVPD", "smiles": "O=CC(=O)O", "relative_energy_kj_mol": 146.4, "total_charge": 0, "homo_lumo_gap_ha": 0.3669, "species": ["O", "C", "C", "O", "O", "H", "H"], "coordinates": [[-0.2864, -1.3122, -1.9523], [-0.5932, -1.2249, -0.8330], [-0.9180, 0.4775, -0.4352], [-1.8951, 0.9360, -0.9099], [0.1462, 0.9989, 0.0887], [-0.5114, -2.2525, -0.2108], [0.0041, 1.9557, -0.2049]], "atomic_forces_ev_per_a": [[0.473, -0.160, -2.757], [0.016, 0.365, 3.182], [-0.402, -5.942, -0.842], [-0.418, 1.329, 0.058], [0.136, 2.915, -0.480], [-0.639, 2.353, -0.188], [0.835, -0.861, 1.026]]}

---

Listing M for the structures above in their given order: 414.5; 156.2; 630.7; 88.1; 74.0 Da.